No. 1
The following is a quantum chemistry calculation of the molecule C3H7NO at a distorted geometry, from the OMol25 dataset.

* HOMO energy: -9.33 eV
* max |F|: 2.22 eV Å⁻¹
* SMILES string: CNC(C)=O
* LUMO energy: 1.00 eV
* HOMO-LUMO gap: 10.32 eV

CARTESIAN COORDINATES (ANGSTROEM)
1 C 0.9627 0.5374 1.6070
2 N -0.1199 -0.4480 0.7177
3 C -0.1271 0.1215 -0.4937
4 C -0.9023 -0.4473 -1.6513
5 O 0.5397 1.1320 -0.6364
6 H 1.2243 1.6114 1.3567
7 H 1.8952 -0.0205 1.5880
8 H 0.4652 0.5261 2.5503
9 H -0.6887 -1.3288 0.8444
10 H -0.1956 -0.7107 -2.4423
11 H -1.5479 0.3469 -2.0319
12 H -1.5056 -1.3201 -1.4085

natural (NBO) atomic charge list, values in e, 8 entries:
1 C -0.371
2 N -0.665
3 C 0.647
4 C -0.700
5 O -0.659
6 H 0.258
7 H 0.203
8 H 0.189

No. 2
The following is a quantum chemistry calculation of a 2-piece molecular cluster, C5H13NO overall at a distorted geometry, from the OMol25 dataset.

* HOMO energy (spin up / spin down): 1.09 / -5.43 eV
* <S²>: 0.7504
* max |F|: 1.30 eV Å⁻¹
* total charge: -1
* spin multiplicity: 2
* LUMO energy (spin up / spin down): 3.79 / 3.60 eV
* HOMO-LUMO gap (spin up / spin down): 2.70 / 9.03 eV

CARTESIAN COORDINATES (ANGSTROEM)
1 C 1.6993 0.4617 -0.0022
2 N 0.9645 -0.3098 1.0168
3 C 0.8866 -1.6976 0.6226
4 C -0.3018 -1.8498 -0.3345
5 C -1.3146 -0.9064 0.3013
6 C -0.4425 0.0886 1.1346
7 H 2.7303 0.1081 0.0296
8 H 1.7502 1.4902 0.3569
9 H 1.2372 0.4566 -0.9892
10 H 1.8542 -2.0431 0.2481
11 H 0.6025 -2.3383 1.4700
12 H -0.5810 -2.9013 -0.4679
13 H -0.1433 -1.5773 -1.3878
14 H -2.0212 -1.4289 0.9506
15 H -1.9741 -0.3458 -0.3673
16 H -0.6519 1.1310 0.8755
17 H -0.7736 0.0457 2.1768
18 H -1.9021 2.8858 -1.6241
19 H -0.8728 3.9016 -1.4672
20 O -1.1616 3.2587 -2.1266

natural (NBO) atomic charge list, values in e, 8 entries:
1 C -0.466
2 N -0.445
3 C -0.222
4 C -0.446
5 C -0.513
6 C -0.390
7 H 0.178
8 H 0.201

No. 3
The following is a quantum chemistry calculation of C2H3FINO as an isolated structure at a distorted geometry, from the OMol25 dataset.

* HOMO energy (spin up / spin down): -8.47 / -8.67 eV
* max |F|: 5.31 eV Å⁻¹
* LUMO energy (spin up / spin down): -0.82 / -0.51 eV
* HOMO-LUMO gap (spin up / spin down): 7.65 / 8.16 eV

CARTESIAN COORDINATES (ANGSTROEM)
1 C 0.4333 0.4494 -0.3854
2 C -1.0585 0.4606 -0.3667
3 N 2.8722 -1.6318 -0.1361
4 O 1.2719 1.2652 -0.2633
5 F -1.6155 -0.7347 -0.6357
6 I 3.7372 0.0657 -0.0301
7 H -1.6107 1.2508 -1.1291
8 H -1.5549 0.8575 0.6994
9 H 2.7439 -2.1673 0.7384

natural (NBO) atomic charge list, values in e, 8 entries:
1 C 0.513
2 C -0.122
3 N -0.838
4 O -0.471
5 F -0.339
6 I 0.491
7 H 0.213
8 H 0.216

No. 4
The following is a quantum chemistry calculation of a 9-piece molecular cluster, C53H98ClN9O2P overall at a distorted geometry, from the OMol25 dataset.

* HOMO energy: -11.17 eV
* max |F|: 2.95 eV Å⁻¹
* total charge: +1
* LUMO energy: -3.02 eV
* HOMO-LUMO gap: 8.15 eV

CARTESIAN COORDINATES (ANGSTROEM)
1 C -1.3492 -1.2647 5.0713
2 C -2.0579 -0.0745 4.3697
3 C -1.1621 0.7611 3.4260
4 C -0.3813 -0.0472 2.3727
5 C -1.2899 -0.7498 1.3324
6 C -1.5552 -2.2495 1.6315
7 C -2.7696 -2.7009 0.7950
8 C -2.8125 -4.2153 0.4816
9 C -1.5551 -4.7687 -0.2298
10 C -0.9480 -3.8475 -1.3323
11 C 0.5550 -3.6384 -1.0529
12 C 1.3191 -2.9850 -2.2369
13 C 1.3095 -1.4254 -2.1622
14 C 2.6968 -0.7821 -2.2094
15 C 3.5347 -0.3094 -1.0668
16 C 4.0760 -1.4666 -0.1970
17 N 3.0746 -0.6527 -3.4353
18 C 2.0370 -1.1508 -4.3512
19 C 0.7884 -0.7889 -3.5172
20 C -0.5805 -1.2673 -4.0479
21 O -0.7986 -0.7225 -5.3478
22 C -1.9500 0.1204 -5.3873
23 C -3.2878 -0.6561 -5.3475
24 P 0.4639 1.0810 -3.2776
25 O 0.6473 1.3791 -1.6540
26 Cl 1.9434 2.1218 -4.3256
27 H -0.4404 -1.5918 4.5506
28 H -1.0905 -1.0263 6.1065
29 H -2.0273 -2.1286 5.0281
30 H -2.9631 -0.3998 3.8397
31 H -2.3940 0.6019 5.1700
32 H -1.7529 1.5234 2.8973
33 H -0.4382 1.3051 4.0541
34 H 0.3159 -0.7842 2.7926
35 H 0.2429 0.6782 1.8212
36 H -0.8349 -0.6625 0.3325
37 H -2.2616 -0.2362 1.2460
38 H -0.6297 -2.7818 1.3736
39 H -1.7204 -2.4104 2.7039
40 H -2.8689 -2.1269 -0.1382
41 H -3.6665 -2.4637 1.3900
42 H -3.7509 -4.4552 -0.0372
43 H -2.8814 -4.7365 1.4506
44 H -0.7826 -5.0914 0.4807
45 H -1.8632 -5.6942 -0.7412
46 H -1.4905 -2.9054 -1.4823
47 H -0.9974 -4.3893 -2.2915
48 H 0.7541 -3.1208 -0.1061
49 H 0.9856 -4.6472 -0.9555
50 H 0.8672 -3.3693 -3.1575
51 H 2.3453 -3.3829 -2.2010
52 H 0.7311 -1.1772 -1.2641
53 H 4.3802 0.2487 -1.5019
54 H 2.9877 0.4064 -0.4421
55 H 4.7451 -1.0233 0.5470
56 H 3.2818 -1.9794 0.3544
57 H 4.6901 -2.1818 -0.7587
58 H 3.9569 -0.2609 -3.7411
59 H 2.0455 -0.6906 -5.3486
60 H 2.1884 -2.2132 -4.5838
61 H -1.3443 -0.8843 -3.3547
62 H -0.6297 -2.3584 -4.1592
63 H -1.9045 0.6656 -6.3390
64 H -1.9827 0.8569 -4.5739
65 H -3.3076 -1.2797 -4.4429
66 H -4.0703 0.1109 -5.2091
67 H -3.4307 -1.2353 -6.2642
68 H -0.0881 0.8714 -1.2522
69 C 6.6293 -2.1931 5.4208
70 C 7.1238 -1.5450 4.1133
71 C 5.9862 -0.9190 3.3019
72 C 4.9982 -1.9402 2.9197
73 N 4.2278 -2.7398 2.6229
74 H 5.9547 -3.0042 5.2058
75 H 7.4783 -2.5943 5.9705
76 H 6.1343 -1.4530 6.0304
77 H 7.6356 -2.2933 3.5122
78 H 7.8578 -0.7707 4.3499
79 H 6.3804 -0.4578 2.3926
80 H 5.4816 -0.1440 3.8829
81 C 3.7317 5.0815 -5.0176
82 C 3.0465 6.1651 -4.1932
83 C 2.8020 7.4518 -4.9885
84 C 4.0772 8.0164 -5.4553
85 N 5.0774 8.4485 -5.8166
86 H 4.7225 5.3960 -5.3488
87 H 3.8600 4.1771 -4.4229
88 H 3.1397 4.8271 -5.8999
89 H 3.6575 6.3864 -3.3157
90 H 2.0886 5.7863 -3.8293
91 H 2.2993 8.1917 -4.3651
92 H 2.1676 7.2524 -5.8536
93 C -3.2882 4.1016 -0.1436
94 C -3.3668 4.0554 -1.6670
95 C -3.8657 2.7039 -2.1941
96 C -2.9544 1.6331 -1.7793
97 N -2.2427 0.7908 -1.4571
98 H -2.5747 3.3722 0.2448
99 H -2.9610 5.0817 0.1932
100 H -4.2623 3.8996 0.3051
101 H -2.3795 4.2721 -2.0830
102 H -4.0404 4.8393 -2.0165
103 H -3.9210 2.7137 -3.2826
104 H -4.8630 2.4863 -1.8108
105 C -1.6455 8.6459 1.9066
106 C -1.4892 8.3367 3.3912
107 C -1.0002 6.9080 3.6547
108 C -1.9574 5.9282 3.1187
109 N -2.7094 5.1699 2.6961
110 H -2.3971 8.0057 1.4414
111 H -1.9654 9.6782 1.7649
112 H -0.7010 8.5085 1.3755
113 H -2.4463 8.4950 3.8917
114 H -0.7782 9.0389 3.8301
115 H -0.8904 6.7380 4.7261
116 H -0.0290 6.7436 3.1852
117 C 3.8010 -1.3444 10.1596
118 C 3.0645 -2.6241 9.7793
119 C 4.0088 -3.7444 9.3287
120 C 4.7735 -3.3306 8.1418
121 N 5.3692 -2.9974 7.2130
122 H 4.3417 -0.9257 9.3092
123 H 3.0953 -0.5868 10.5010
124 H 4.5162 -1.5273 10.9640
125 H 2.3514 -2.4028 8.9823
126 H 2.4876 -2.9733 10.6375
127 H 3.4396 -4.6411 9.0815
128 H 4.7090 -3.9979 10.1262
129 C 8.1818 -1.5354 -1.2635
130 C 8.9676 -2.8422 -1.2694
131 C 8.6260 -3.7483 -0.0816
132 C 8.9382 -3.0736 1.1868
133 N 9.1829 -2.5425 2.1756
134 H 8.4104 -0.9345 -0.3816
135 H 8.4336 -0.9359 -2.1392
136 H 7.1048 -1.7258 -1.2800
137 H 10.0352 -2.6160 -1.2639
138 H 8.7592 -3.3813 -2.1955
139 H 9.2000 -4.6736 -0.1351
140 H 7.5656 -4.0081 -0.0897
141 C -8.9363 -3.1730 -0.3075
142 C -8.0805 -1.9951 0.1446
143 C -6.5896 -2.3401 0.2319
144 C -6.3656 -3.4211 1.2043
145 N -6.1945 -4.2654 1.9635
146 H -8.8845 -4.0007 0.4011
147 H -9.9823 -2.8757 -0.3839
148 H -8.6160 -3.5386 -1.2858
149 H -8.4343 -1.6490 1.1177
150 H -8.2104 -1.1679 -0.5564
151 H -6.0182 -1.4651 0.5450
152 H -6.2140 -2.6598 -0.7421
153 C -9.4451 0.3047 -5.3938
154 C -8.4964 0.2848 -6.5872
155 C -7.0787 -0.1662 -6.2152
156 C -6.4907 0.7476 -5.2251
157 N -6.0403 1.4655 -4.4493
158 H -9.1188 1.0172 -4.6343
159 H -10.4452 0.6012 -5.7087
160 H -9.5147 -0.6822 -4.9312
161 H -8.4597 1.2815 -7.0312
162 H -8.8918 -0.3903 -7.3478
163 H -6.4420 -0.1774 -7.1007
164 H -7.0958 -1.1740 -5.7968

Löwdin atomic charge list, values in e, 8 entries:
1 C -0.107
2 C -0.246
3 C -0.214
4 C -0.211
5 C -0.216
6 C -0.177
7 C -0.215
8 C -0.198

no.,calculated total energy (eV)
1,-6760.76447
2,-8931.62980
3,-16472.77338
4,-95860.48805